Entry 1:
C26H25IOPSbSe4Zr | wB97M-V/def2-TZVPD

Orbital gap   6.281 eV
Energy above the lowest of the compared OMol25 structures with the same formula, charge and spin   56.7 kJ/mol
F_max   1.640 eV Å⁻¹

CARTESIAN COORDINATES (ANGSTROEM)
Zr1 -0.36 0.09 -0.10
I1 0.20 -2.88 0.69
C1 2.02 -3.89 0.55
C2 1.97 -5.10 1.16
C3 3.08 -5.97 1.17
C4 4.21 -5.59 0.52
C5 4.29 -4.33 -0.13
C6 5.48 -4.03 -0.83
C7 5.62 -2.86 -1.49
C8 4.57 -1.92 -1.44
C9 3.39 -2.14 -0.77
P1 2.29 -0.64 -0.89
C10 3.43 0.70 -0.41
C11 4.42 0.45 0.54
C12 5.15 1.49 1.09
C13 4.89 2.80 0.71
C14 3.88 3.06 -0.22
C15 3.16 2.01 -0.77
C16 2.15 -0.62 -2.72
C17 2.93 0.17 -3.56
C18 2.73 0.13 -4.94
C19 1.75 -0.69 -5.48
C20 0.99 -1.49 -4.65
C21 1.19 -1.46 -3.27
C22 3.19 -3.41 -0.11
H1 1.05 -5.42 1.65
H2 3.02 -6.93 1.68
H3 5.07 -6.24 0.49
H4 6.28 -4.77 -0.82
H5 6.53 -2.63 -2.04
H6 4.72 -0.98 -1.95
H7 4.62 -0.57 0.86
H8 5.92 1.28 1.83
H9 5.44 3.62 1.15
H10 3.63 4.07 -0.49
H11 2.35 2.24 -1.45
H12 3.69 0.83 -3.15
H13 3.33 0.76 -5.58
H14 1.59 -0.71 -6.55
H15 0.22 -2.14 -5.06
H16 0.58 -2.08 -2.64
Se1 0.30 5.04 -0.55
Sb1 -0.92 3.06 -0.04
Se2 -2.15 0.07 -2.04
Se3 0.64 1.69 1.60
Se4 -0.38 1.59 -2.29
C23 -2.49 -1.11 3.24
C24 -2.83 -0.71 1.82
C25 -3.43 0.67 1.80
C26 -3.78 -1.71 1.18
O1 -1.60 -0.73 1.07
H17 -3.40 -1.14 3.85
H18 -1.79 -0.40 3.67
H19 -2.03 -2.10 3.26
H20 -4.36 0.68 2.38
H21 -3.66 0.98 0.79
H22 -2.74 1.38 2.24
H23 -4.70 -1.80 1.77
H24 -3.31 -2.70 1.12
H25 -4.04 -1.39 0.17

These are the Mulliken partial charges, in e, on atoms 1 to 8: 0.640, 0.163, 0.379, -0.740, -0.890, -0.851, 1.041, -0.830


Entry 2:
C26H25KO2S2Te | wB97M-V/def2-TZVPD

Orbital gap   5.341 eV
Energy above the lowest of the compared OMol25 structures with the same formula, charge and spin   97.5 kJ/mol
F_max   2.767 eV Å⁻¹

CARTESIAN COORDINATES (ANGSTROEM)
K1 0.05 -1.88 -1.51
C1 6.44 -0.86 4.11
C2 5.72 -0.83 2.79
C3 5.67 0.30 1.96
C4 4.89 0.28 0.85
C5 4.30 -0.92 0.48
C6 4.29 -2.00 1.27
C7 4.97 -2.00 2.48
S1 3.60 -1.03 -1.15
C8 5.11 -1.49 -2.04
O1 2.73 -2.25 -1.20
H1 6.10 -0.08 4.84
H2 7.53 -0.79 3.97
H3 6.22 -1.74 4.65
H4 6.27 1.16 2.26
H5 4.81 1.11 0.17
H6 3.68 -2.86 0.99
H7 5.03 -2.86 3.11
H8 5.52 -2.39 -1.65
H9 5.83 -0.70 -2.01
H10 4.84 -1.51 -3.13
Te1 0.22 -0.52 1.55
C9 -0.49 -0.19 3.56
C10 0.03 0.85 4.30
C11 -0.42 1.11 5.55
C12 -1.49 0.29 6.07
C13 -2.00 -0.75 5.32
C14 -1.54 -0.98 4.04
H11 0.87 1.42 3.92
H12 -0.04 2.01 6.10
H13 -1.84 0.46 7.09
H14 -2.89 -1.35 5.65
H15 -1.93 -1.82 3.42
O2 -2.24 -1.17 -2.18
S2 -3.26 -0.17 -1.58
C15 -4.51 -0.31 -2.78
C16 -4.17 -0.30 -4.16
C17 -5.15 -0.63 -5.07
C18 -6.47 -0.86 -4.71
C19 -6.87 -0.74 -3.37
C20 -5.87 -0.40 -2.44
C21 -2.58 1.42 -2.08
C22 -1.44 1.45 -2.80
C23 -1.22 2.61 -3.62
C24 -1.97 3.73 -3.46
C25 -2.98 3.74 -2.47
C26 -3.38 2.56 -1.85
H16 -3.14 -0.17 -4.49
H17 -4.91 -0.69 -6.13
H18 -7.18 -1.13 -5.48
H19 -7.86 -0.89 -2.96
H20 -6.20 -0.26 -1.43
H21 -0.75 0.61 -2.91
H22 -0.39 2.50 -4.31
H23 -1.78 4.62 -3.99
H24 -3.46 4.75 -2.30
H25 -4.30 2.58 -1.25

These are the Mulliken partial charges, in e, on atoms 1 to 8: 0.984, -1.390, 1.005, -0.633, -0.465, 0.274, -0.376, -0.808


Entry 3:
C26H25Li4N5O3 | wB97M-V/def2-TZVPD

Orbital gap   4.613 eV
Net charge   +2
Energy above the lowest of the compared OMol25 structures with the same formula, charge and spin   952.9 kJ/mol
F_max   6.414 eV Å⁻¹

CARTESIAN COORDINATES (ANGSTROEM)
Li1 -5.13 -2.55 -4.04
Li2 -3.61 1.84 -1.40
Li3 0.88 -1.37 -1.38
Li4 -2.10 -5.14 -3.04
C1 -2.36 -1.34 -1.65
O1 -3.49 -1.06 -2.04
O2 -1.69 -0.43 -1.18
O3 -1.89 -2.49 -1.67
N1 2.42 -3.83 0.27
C2 3.45 -4.79 0.25
C3 3.88 -5.55 1.32
C4 3.09 -5.43 2.47
C5 1.96 -4.59 2.53
C6 1.75 -3.74 1.46
H1 3.94 -4.77 -0.71
H2 4.78 -6.14 1.24
H3 3.55 -5.96 3.30
H4 1.44 -4.53 3.47
H5 1.08 -2.90 1.58
N2 -6.81 -1.49 4.87
C7 -6.43 -1.48 3.55
C8 -5.12 -1.19 3.12
C9 -4.16 -0.88 4.10
C10 -4.58 -0.71 5.43
C11 -5.89 -1.02 5.75
H6 -7.18 -1.87 2.88
H7 -4.94 -1.28 2.06
H8 -3.14 -0.61 3.92
H9 -3.95 -0.36 6.23
H10 -6.19 -0.84 6.77
N3 1.70 -1.15 -4.46
C12 2.99 -1.17 -4.91
C13 3.29 -0.89 -6.25
C14 2.27 -0.84 -7.20
C15 0.97 -0.88 -6.76
C16 0.73 -1.07 -5.42
H11 3.74 -1.17 -4.13
H12 4.33 -0.84 -6.53
H13 2.46 -0.64 -8.24
H14 0.11 -0.89 -7.40
H15 -0.33 -1.13 -5.19
N4 -2.53 4.44 0.32
C17 -2.55 5.79 0.13
C18 -1.80 6.73 0.84
C19 -0.98 6.34 1.91
C20 -0.94 4.94 2.15
C21 -1.76 4.05 1.38
H16 -3.23 6.03 -0.68
H17 -1.98 7.79 0.73
H18 -0.51 7.12 2.49
H19 -0.30 4.50 2.90
H20 -1.71 2.98 1.54
N5 2.99 1.12 -0.16
C22 4.20 0.96 0.48
C23 5.00 2.11 0.86
C24 4.52 3.37 0.61
C25 3.22 3.54 0.03
C26 2.54 2.38 -0.33
H21 4.59 -0.04 0.55
H22 6.00 1.91 1.24
H23 5.14 4.17 0.99
H24 2.66 4.46 -0.05
H25 1.61 2.46 -0.87

These are the Mulliken partial charges, in e, on atoms 1 to 8: 0.901, 0.855, 0.809, 0.907, 0.723, -0.790, -0.722, -0.847


Entry 4:
C26H25N6PPtS | wB97M-V/def2-TZVPD

Orbital gap   7.131 eV
Net charge   +2
Energy above the lowest of the compared OMol25 structures with the same formula, charge and spin   152.2 kJ/mol
F_max   1.338 eV Å⁻¹

CARTESIAN COORDINATES (ANGSTROEM)
Pt1 -0.33 -0.10 -0.07
N1 0.08 -3.35 -2.56
C1 -1.30 -3.45 -2.51
C2 -1.73 -2.39 -1.80
N2 -0.64 -1.62 -1.43
C3 0.45 -2.25 -1.90
C4 1.76 -1.68 -1.67
N3 1.83 -0.67 -0.85
C5 3.13 -0.23 -0.88
C6 3.85 -1.02 -1.73
N4 2.96 -1.94 -2.23
H1 0.68 -4.03 -2.99
H2 -1.83 -4.27 -2.96
H3 -2.74 -2.10 -1.54
H4 3.47 0.61 -0.29
H5 4.89 -1.01 -2.02
H6 3.19 -2.66 -2.90
N5 0.89 2.57 1.73
C7 0.43 1.52 2.42
N6 -0.15 0.49 1.85
C8 -0.58 -0.47 2.80
C9 -1.26 -1.65 2.54
C10 -1.59 -2.47 3.61
C11 -1.26 -2.11 4.91
C12 -0.59 -0.92 5.18
C13 -0.26 -0.11 4.10
S1 0.55 1.44 4.14
H7 0.77 2.61 0.73
H8 1.30 3.36 2.19
H9 -1.54 -1.92 1.53
H10 -2.12 -3.39 3.42
H11 -1.53 -2.76 5.73
H12 -0.35 -0.64 6.19
C14 -1.61 0.95 -2.95
P1 -1.36 1.48 -1.25
C15 -2.97 1.94 -0.62
C16 -3.77 2.83 -1.36
C17 -5.00 3.22 -0.86
C18 -5.45 2.74 0.36
C19 -4.67 1.84 1.08
C20 -3.43 1.45 0.59
C21 -0.36 2.97 -1.32
C22 -0.73 4.11 -0.61
C23 0.02 5.27 -0.74
C24 1.15 5.29 -1.56
C25 1.54 4.13 -2.23
C26 0.79 2.97 -2.11
H13 -1.95 1.80 -3.54
H14 -2.36 0.16 -2.97
H15 -0.68 0.57 -3.38
H16 -3.42 3.23 -2.31
H17 -5.61 3.91 -1.43
H18 -6.40 3.05 0.75
H19 -5.02 1.46 2.03
H20 -2.82 0.75 1.16
H21 -1.61 4.10 0.02
H22 -0.27 6.17 -0.21
H23 1.72 6.20 -1.66
H24 2.43 4.15 -2.86
H25 1.11 2.08 -2.64

These are the Mulliken partial charges, in e, on atoms 1 to 8: 1.139, -0.059, -0.726, -0.552, 0.215, 0.299, 0.120, -0.046